(1)
61
Properties=species:S:1:pos:R:3:forces:R:3 method="wB97M-V/def2-TZVPD" homo_ev=-12.5 largest_force_ev_per_a=4.80 charge=+1 orbital_gap_ev=10.00
O -3.794090 -3.779165 0.883745 3.5245 -2.6391 0.5512
H -1.503708 2.452601 0.099860 1.3465 0.9778 2.4890
O 1.251537 -1.597466 3.982887 0.1830 -0.9853 0.8908
H 1.746379 -1.599932 4.851727 -0.7079 0.8648 -1.9607
H -3.418554 -1.220067 4.815524 -0.9422 -0.0105 1.6541
O -2.768702 -3.274109 -3.694810 2.2475 2.2306 -1.2431
H -2.275478 -3.414601 -4.548977 -1.2072 -0.3901 1.5458
H -3.326209 -3.962392 -3.433267 -1.1016 -2.0097 -0.3418
O -1.044195 0.754140 5.052327 -0.2606 -3.5453 -0.8767
H -1.562577 0.039461 4.456063 1.3577 2.1357 1.9101
H -0.165075 -2.006542 -0.558917 -0.4931 -0.2188 -0.2323
O 1.083899 1.482773 -3.301996 -1.1375 0.7401 -3.5289
H 2.109848 4.998247 0.371407 0.6879 -0.4769 -0.8926
H -0.475886 0.115262 5.588502 -1.0507 1.3974 -0.9731
O 2.694490 4.550193 -0.286444 0.3398 0.8906 0.7085
H -0.997804 4.033769 -1.547668 0.1044 -0.2259 -0.1353
H 1.614263 1.702586 -4.177457 -1.0645 -0.3309 2.8165
O -4.143223 -1.269915 1.652530 1.5144 0.8613 -0.1619
H -2.329668 0.498546 -0.571339 2.2095 -0.1336 1.0525
H -0.309062 5.392758 -1.766520 0.1670 -1.2073 0.8787
O 0.989013 -0.729051 -0.807384 1.6591 -0.4993 2.0159
H 1.524553 -1.277090 -0.119910 -1.0741 1.5167 -1.6594
H 1.376951 0.197768 -0.718597 -0.1439 -0.6507 -0.3985
O -0.256932 2.136541 1.393622 0.7228 0.2813 -0.7653
H 0.461631 2.173039 0.722471 -0.2645 -0.1138 0.5486
H 0.147028 1.469945 -3.697114 1.8490 0.0262 1.1559
O -3.209252 -1.873093 -1.197041 -1.6134 0.3984 1.3897
H -3.593018 -2.227005 -0.354982 0.1330 0.6585 -0.1850
H -2.983014 -2.703383 -1.592036 0.9072 -0.3895 -1.1606
O 3.420529 -0.156109 -2.382373 -0.2974 -0.4452 0.1612
H 4.125146 -0.712706 -2.087853 1.7875 -0.0338 0.0021
H -4.328221 -0.355009 1.442039 -0.5888 0.1377 -0.1746
O 4.409046 1.734935 2.693852 1.6712 -1.2130 1.3179
H 3.618272 2.106479 2.351659 -1.3081 0.2570 0.1457
H 4.305478 1.301907 3.582039 -0.4014 0.9359 -1.5183
O 2.788661 0.390344 -5.115589 -2.4602 0.1440 0.1847
H 1.833834 0.478604 -5.435407 2.0869 -0.5327 0.1655
H 2.634831 0.204866 -4.154252 0.7235 0.0041 -0.9292
O 4.280146 -2.598033 -0.439410 1.9080 1.8267 -2.2253
H 1.265164 -0.802347 3.434562 0.5033 0.1614 1.0734
H 4.453631 -3.411833 -0.023437 0.0138 -1.7577 1.0974
O -2.029836 2.289987 -0.642559 -2.8496 0.0460 -3.4457
H 2.772111 -0.842559 -2.215638 -1.3697 0.1891 -0.1550
H -3.869793 -4.322940 0.099074 -1.1175 -0.1233 -0.7689
O -1.013056 -2.338503 -0.209665 1.6463 -2.0776 0.6686
H 3.140643 0.775146 -0.275754 1.4777 -0.3988 -0.1594
H -0.846120 -2.366334 0.742729 -0.2073 -0.1861 0.0223
O 2.445572 1.405254 -0.307020 -0.3918 4.1875 0.3941
H 2.835777 2.388580 -0.414422 -1.1878 -3.1322 0.1334
H 5.144822 -2.494495 -0.966573 -1.9386 -0.0256 1.1097
O -0.286364 4.574990 -1.199931 -0.0852 1.4726 -0.7222
H -2.924782 -4.328159 1.152788 -2.5473 2.3272 0.1283
H -4.932465 -1.780593 1.658533 -1.1610 -0.4648 0.0167
O -2.868673 -1.238449 4.063816 0.1997 1.1371 -2.4629
H -2.625414 3.036046 -0.898921 0.8837 -0.9233 0.8835
H -3.398858 -0.732003 3.374702 0.9428 -1.3647 1.0249
O -1.700978 -0.190153 -0.127355 -4.5416 1.3372 -0.7854
H -0.763343 -0.043315 -0.221717 1.0257 0.0521 -0.6292
H -2.110801 -1.109329 -0.517554 0.7613 0.1758 0.0531
H 3.482982 5.138058 -0.374125 -0.9226 -0.6900 0.1650
H -0.101063 2.933827 1.917584 -0.1477 -0.1752 0.1368

(2)
61
Properties=species:S:1:pos:R:3:forces:R:3 method="wB97M-V/def2-TZVPD" homo_ev=-12.9 largest_force_ev_per_a=2.15 charge=+1 orbital_gap_ev=9.94
O 1.421171 3.907276 -3.047070 1.0021 -1.8706 -0.3678
H 0.303235 -0.296302 2.037996 -0.2338 0.1284 -0.1441
O 0.979428 -2.217159 -4.052068 0.6978 0.1510 -0.5920
H 0.812326 -3.108014 -3.751284 -0.2410 -0.0913 0.3140
H -5.279751 0.205075 1.622803 -0.3917 -0.0501 0.3039
O -2.338294 -3.810889 -0.132213 -1.3585 -1.4614 0.6146
H -3.266061 -3.628643 -0.349904 0.3620 0.8565 -0.5266
H -2.520362 -4.729364 0.134598 0.8686 -0.0368 0.1029
O -0.490586 -2.982861 1.918031 0.0060 -0.0639 0.1362
H 0.233793 -3.138131 2.531593 0.1526 -0.0637 -0.1672
H 4.664333 -1.119016 -3.556114 -0.0247 0.0438 -0.6254
O -5.043134 -0.153110 -0.558641 -0.0365 -0.0723 0.0975
H 2.092578 3.865302 2.497113 0.0697 0.2542 0.2409
H -0.209274 -3.402263 1.093026 -0.1338 0.0240 -0.0339
O 1.394996 3.911628 1.845401 -0.2528 -0.1795 -0.2633
H 5.133800 1.553565 -1.226305 -0.0394 0.0098 -0.0020
H -4.159637 -0.525395 -0.543366 0.4597 -0.3482 0.1883
O 1.689016 -4.149432 -1.088965 -0.8570 1.2186 -0.3391
H 1.646833 0.323203 2.063841 0.1924 0.4715 0.0249
H 3.848960 1.213707 -0.466773 -0.0592 0.1445 -0.0488
O -2.593942 0.522760 0.514992 1.2250 -0.5946 -0.1697
H -2.352632 -0.787983 1.381666 -1.2380 0.3693 -0.2689
H -1.724808 1.007368 0.649509 -1.0879 0.4859 0.1527
O 1.718833 -1.419085 0.337766 -1.6926 -0.2505 0.1479
H 2.423753 -1.196205 0.938989 0.8381 -0.4626 -0.8333
H -4.911430 0.481648 -1.263010 -0.4805 0.4268 -0.3393
O -1.052389 2.457448 1.229756 0.8630 0.0580 -0.5772
H -0.862457 2.868755 0.371347 -0.5802 0.2392 0.0057
H -0.132992 2.131987 1.347615 -0.5243 -0.1342 0.7838
O -1.721281 -1.567770 -0.910893 0.7094 0.1260 -0.0081
H -0.952396 -1.965931 -0.485015 -0.2266 -0.4334 -0.0160
H 1.599628 -5.060610 -1.366935 0.5281 -0.2579 0.5073
O -0.905233 -1.771312 4.714140 0.1791 -0.1242 -0.2950
H -0.527533 -2.380128 4.074494 -0.2409 0.0397 -0.0156
H -0.510707 -2.078450 5.531906 -0.0466 0.1258 0.4624
O 2.948293 4.859714 -0.386161 0.0873 0.0231 0.0035
H 2.957043 5.405643 -1.175307 -0.0789 0.0283 -0.2217
H 3.273407 5.445551 0.303347 0.0115 -0.0283 0.0867
O 0.892571 2.498721 -0.511363 -0.0536 -0.2488 -0.0163
H 0.409223 -1.607520 -3.596017 -0.4629 0.0168 0.2924
H 1.360754 2.521710 -1.353844 0.0860 0.4966 0.4653
O 0.763298 0.496283 1.732583 -0.1028 -0.2110 0.7679
H -1.293054 -0.822044 -1.329759 -0.2636 0.6176 -0.3700
H 2.342100 3.919471 -3.346473 0.0656 0.9602 -0.0549
O 4.917406 -1.920509 -3.094024 -0.1609 0.3640 0.5782
H -3.647736 -1.791616 1.581170 -0.1238 0.3203 0.1100
H 4.731571 -1.619443 -2.194461 0.1819 -0.3460 0.0824
O -2.783068 -1.548144 1.940797 1.1749 -0.6600 0.4840
H -2.178339 -2.322661 2.049971 0.0882 0.0797 -0.3727
H 1.147128 3.276565 0.014589 0.5836 -0.0988 -0.3405
O 4.276554 1.125455 -1.324310 0.0001 -0.1593 -0.0182
H 1.361689 2.919702 -3.121822 -0.8373 0.9095 -0.0482
H 2.226563 -3.981193 -0.315171 0.2993 -0.9628 0.0123
O -4.728013 0.000474 2.390890 0.3739 -0.0267 -0.5532
H 0.910857 4.736325 1.949871 0.1426 -0.0047 0.2975
H -5.248224 -0.122389 3.181812 -0.5181 0.1569 0.0357
O -0.503692 1.870909 -2.844451 0.0641 -1.4562 -0.6253
H -0.567896 2.807775 -2.968243 -0.2905 0.8254 0.2765
H -0.554968 1.657339 -1.911462 0.0394 0.5685 0.2485
H -3.293695 1.131382 0.765758 0.1346 0.1820 0.4583
H 1.872446 -1.899169 -0.475949 1.1521 -0.0245 -0.0274

(3)
62
Properties=species:S:1:pos:R:3:forces:R:3 method="wB97M-V/def2-TZVPD" homo_ev=-5.8 largest_force_ev_per_a=3.84 charge=-1 orbital_gap_ev=7.85
O -0.334538 -1.152337 2.699127 0.8771 -0.0573 0.8972
H -0.382507 -0.654007 1.883122 0.0101 0.7649 -0.0088
H 0.152147 -0.583038 3.391305 -0.4023 -0.8169 -2.2894
O -0.107408 3.968119 -0.747467 0.5856 -0.2670 -0.2999
H 4.225104 -1.723162 -0.353635 1.5286 0.0478 0.2028
H -2.334342 -1.626152 -2.325871 0.5824 0.1625 -0.9767
O -0.084766 -1.176390 -3.327594 -0.5741 -1.4954 -1.7754
H 3.632202 2.635100 -2.271988 -0.1002 1.1784 -0.5362
H -0.514571 -0.828369 -4.130887 0.3414 0.0839 0.7313
O 2.811736 2.327563 -1.881793 0.6618 -0.0594 -0.6612
H -3.443926 0.985134 0.432834 -0.4041 0.3374 -0.6545
H 0.268167 1.455256 0.043412 0.0628 -0.9331 -1.4805
O 0.148104 0.252564 -1.326369 1.0332 0.8888 -0.3035
H 0.519167 1.035410 -1.766947 0.1026 -0.4760 -0.2408
H -3.715537 -1.667942 -0.268763 -0.0455 0.1129 -0.2955
O -2.810818 0.409049 2.581513 0.0407 -1.1497 -0.8634
H -1.359932 -1.454777 4.229906 -0.7846 0.1681 0.5213
H -2.280628 -0.409231 2.752352 -0.2898 1.5311 0.2742
O -2.330261 -1.584261 4.217070 0.8979 -1.3515 -0.1328
H -0.209155 -0.550904 -2.572469 0.3958 0.6375 0.6713
H -0.507481 3.717513 0.092087 0.2323 -0.1891 -0.0399
O 1.213765 0.735200 3.636815 0.4777 -1.0119 0.3874
H 3.210013 1.502551 -1.606676 -0.8478 -0.9504 0.8615
H -3.548527 -0.025366 2.119347 -0.2623 0.5549 0.1294
O 2.674641 1.525490 0.714039 0.9813 3.3712 1.5432
H 1.447510 1.366707 2.964968 -0.0001 0.5704 -0.3316
H -4.197772 1.707390 -0.719710 0.3020 -0.7553 0.4538
O -4.459225 -1.581583 0.339734 -0.2545 -0.4151 0.7556
H -2.285482 -2.080809 3.373001 -0.7036 -0.0218 0.6439
H -1.922973 -2.681201 -1.255089 -0.0592 0.5145 -0.4051
O 2.990843 -3.004023 1.494724 -0.7103 0.7553 -1.4247
H 1.719829 -2.983768 -3.673974 -0.6466 0.0674 0.1745
H 2.194312 -2.424520 1.287149 1.7132 -0.8092 -0.2450
O -2.991202 3.936729 -1.528856 0.1361 0.0387 0.7899
H -2.069455 4.102669 -1.258035 -0.3319 -0.1220 -0.4847
H -3.336665 3.401576 -0.790592 0.1550 0.2514 -0.4402
O -4.334661 1.173132 0.080368 -0.6447 0.7880 0.3093
H 1.933225 1.159254 0.277913 -0.0869 -1.5871 -0.5391
H 3.372767 0.967260 1.016621 -0.2260 -1.2446 -0.1754
O 2.077542 -0.750529 -0.210870 1.6675 -1.8347 0.2012
H 1.786271 -1.171054 -1.033219 -0.3293 0.4988 -0.0128
H 1.255096 -0.532613 0.224780 -0.6125 0.1164 -0.2888
O -0.148406 1.471198 0.894300 -0.6578 -0.0051 1.5227
H 0.427395 1.333167 -4.244487 0.7880 -0.1755 -0.2106
H 0.155425 2.265699 1.305702 0.3256 0.7083 0.8210
O 2.624468 -2.686600 -3.613240 0.7348 1.0933 -1.2809
H -5.180788 -2.069585 -0.062226 0.0099 0.0467 -0.0238
O -2.495198 -1.920624 -1.442591 -0.0270 -0.7478 1.1273
H 0.627441 3.339382 -0.936887 -0.6637 0.6780 0.2635
H 2.662309 -1.988847 -4.324966 -0.0990 -1.0346 1.2881
O -2.088940 1.069947 -1.109526 0.1955 2.7971 0.1701
H 1.218739 -3.035523 4.567842 -0.5992 -1.2560 -0.5347
H -1.269850 1.625371 -0.836895 -2.3780 -2.3312 -0.9068
O 1.733109 -2.578839 3.927576 1.1529 2.4259 1.6265
H -0.936036 1.485297 -3.736528 0.1277 -0.2991 -1.4204
H 1.919970 -2.824642 3.038432 -0.2964 -1.4166 -0.3777
O -0.458222 1.307090 -4.600787 -1.0926 0.6561 1.6186
H 0.852299 1.131341 4.417302 -0.1075 0.8797 0.3458
H -1.848230 0.147454 -1.059096 0.7807 -0.0176 0.1609
O 5.170253 -1.860755 -0.045583 -1.8400 -0.4695 -1.1690
H 5.357740 -1.023587 0.351338 0.3200 0.7521 0.5755
H 3.605913 -2.904575 0.708940 -1.1426 -0.1768 1.7618

(4)
62
Properties=species:S:1:pos:R:3:forces:R:3 method="wB97M-V/def2-TZVPD" homo_ev=-7.5 largest_force_ev_per_a=3.93 charge=-1 orbital_gap_ev=9.60
O -1.858980 2.657907 -0.887312 1.3122 0.9526 1.0884
H -1.968010 2.520370 0.083159 -0.7744 -0.2700 -1.0880
H -2.481549 2.282540 -1.535480 -0.7655 -0.4138 0.3549
O 0.033189 0.931716 -1.260305 -1.9650 0.6405 1.4350
H -0.184031 0.544126 -0.374416 0.1962 -0.1524 -1.0704
H -0.723801 1.666511 -1.281377 1.4836 -0.8010 0.1219
O 2.625982 0.701418 -1.099869 -2.8347 -0.9814 2.5387
H 2.513593 0.545522 -0.036155 1.4241 1.4343 -1.8408
H 1.590158 0.661443 -1.134692 1.9236 0.3960 -1.2414
O 1.384565 -4.090368 -0.776489 -0.0474 -0.3670 -0.6401
H 1.812569 -3.334843 -1.192902 0.1654 0.1236 0.0459
H 1.283430 -3.850577 0.135771 -0.0129 0.2055 0.6159
O -0.312849 1.330468 -3.954511 1.4978 -1.2647 0.6527
H 0.037151 0.877328 -3.133954 -0.7901 0.7023 -0.5824
H 0.360330 0.959734 -4.561920 -0.7753 0.3988 -0.0781
O 0.823140 -1.856161 -3.215560 1.0997 0.1124 -0.6307
H 0.248579 -1.719670 -2.468761 -0.8714 -0.0394 0.4752
H 0.514219 -2.648696 -3.669884 -0.3530 0.0335 0.3436
O 3.588578 -1.564607 -1.694668 1.1959 -0.5433 1.1012
H 3.323310 -0.785716 -1.132221 -0.2495 -0.7427 -1.5364
H 2.843289 -1.930306 -2.159374 -0.6738 0.5438 -0.3811
O 4.765914 0.846470 2.420365 -0.6714 0.8224 0.6647
H 3.869268 1.224605 2.135060 1.3411 -0.8645 0.0441
H 5.032171 0.273847 1.709699 0.0282 -0.2312 -0.4728
O -2.167518 2.399437 2.209968 0.1034 -0.2419 -0.4155
H -1.631834 1.963698 2.920554 0.0090 0.4788 0.0814
H -2.243518 3.327461 2.441666 -0.0187 0.0019 0.1567
O -0.538548 1.302002 4.035130 -1.9932 0.2702 0.0085
H -0.083159 1.832639 4.683214 0.7580 -0.1618 -0.3021
H -0.025349 0.825822 3.362206 1.3275 -0.0814 0.7306
O 0.939156 -0.263019 2.548740 -0.7670 -1.0895 -0.4729
H 0.013562 -0.647644 2.016369 0.8924 0.5532 -0.6012
H 1.319932 -1.092335 2.897515 -0.0184 0.7854 0.1594
O -4.247527 -1.579907 -0.505867 0.7394 -0.2793 -0.5683
H -5.166874 -1.633418 -0.718931 -0.7341 0.2353 0.1489
H -4.046353 -0.885390 0.158865 -0.3584 -0.0726 0.2038
O 1.237778 3.465727 1.066745 -1.1120 0.5232 -1.3531
H 0.291793 3.287241 0.949422 -0.1137 -0.1073 0.9137
H 1.413059 3.460899 0.095735 0.9670 0.5638 -0.0175
O -0.172555 -2.093720 4.153773 0.0911 -0.6387 0.1283
H -0.592014 -1.615291 3.438933 -0.4244 0.4791 -0.0257
H -0.522376 -2.979992 4.031074 -0.0048 -0.2241 0.2602
O -3.050366 1.275815 -2.744231 -0.5234 -0.0749 0.2192
H -2.227931 0.926954 -3.106298 0.2965 -0.0978 -0.3364
H -3.407107 0.570874 -2.184623 0.1092 -0.1341 -0.1477
O -0.966185 -1.151018 1.233069 0.7876 0.7126 0.8687
H -0.747540 -2.062255 1.392833 -0.1469 -0.8107 0.0079
O 2.589070 3.291738 -1.392234 -0.5133 -0.9994 -0.7778
H 2.274215 3.109567 -2.299632 0.0177 0.8816 0.3165
H 2.668772 2.308546 -1.186041 0.4942 0.3810 0.4150
O -3.375649 -0.246455 1.551009 2.5279 0.4792 0.0598
H -2.386161 -0.541848 1.408893 -1.6564 -1.1378 0.0415
H -3.020471 0.614291 1.823212 -1.3513 0.7593 0.1498
O -0.921438 -4.186858 -2.631534 -0.2361 0.5366 0.7908
H -1.241032 -3.514572 -1.975797 0.2137 -0.3702 -0.7985
H -0.115795 -4.462053 -2.174307 0.1142 -0.2136 -0.0188
O -1.613323 -1.741359 -1.157112 1.6030 -0.1011 -0.7525
H -1.424350 -1.573387 -0.196771 -0.4836 0.0866 -0.5645
H -2.488871 -2.062118 -1.316234 -1.1217 0.0592 0.4888
O 2.505254 1.267405 1.287502 -0.9232 -1.0057 1.2144
H 2.232200 2.213621 1.127084 -0.5071 -1.2199 0.7149
H 1.818840 0.645844 1.841899 1.0723 1.5804 -0.8464

Which relative energy (zero: lowest compared OMol25 entry of this formula, charge and spin) belongs to each record? In order, 106.84 78.98 131.81 33.53 kcal/mol.